A 5-piece molecular cluster, C33H62Cl2N2O13 overall. Source: OMol25; level of theory: the ωB97M-V functional and the def2-TZVPD basis.

ORCA input file:
```
! wB97M-V def2-TZVPD RIJCOSX def2/J DEFGRID3
* xyz 0 1
C -3.69869 2.22628 -0.97025
C -2.51592 3.27950 -1.25755
O -1.35633 3.14739 -0.39805
C -1.69712 3.24722 1.00434
C -1.64729 1.76761 1.61502
C -2.89594 1.11591 2.34419
C -4.29541 1.89322 2.53566
O -5.40647 1.26751 2.34167
O -4.37018 3.22482 2.93484
N -2.71736 -0.22369 2.81582
N -1.71052 -1.07938 2.76121
C -0.51286 -0.64100 2.16000
C 0.70448 -1.69600 2.09731
Cl 1.56980 -1.96402 0.48911
C 1.13065 -2.46382 3.21766
C 2.32983 -3.50539 3.00458
Cl 0.32775 -2.32630 4.87100
C -0.43356 0.79895 1.57291
C 0.94158 1.30433 0.89755
C 2.05962 1.37052 2.08005
C 2.01913 2.82382 2.83329
C 1.30369 2.77229 4.26660
O 1.86161 1.75777 5.16762
C 1.15382 1.75228 6.41271
C 1.06303 0.37257 7.26678
O 0.58963 2.75589 6.92298
H -4.37435 2.65299 -0.14398
H -4.28691 1.90317 -1.90383
H -3.26182 1.24390 -0.53300
H -2.14140 3.06230 -2.33411
H -2.94153 4.35535 -1.30867
H -0.84854 3.85603 1.51105
H -2.66494 3.81514 1.22905
H -3.56574 -0.59766 3.30326
H 3.32898 -2.94554 2.85889
H 2.40070 -4.25882 3.88162
H 2.15602 -4.15798 2.06317
H 0.84920 2.39441 0.51371
H 1.26666 0.68366 -0.00342
H 3.09964 1.32497 1.58124
H 1.90993 0.58438 2.89476
H 3.10183 3.18099 3.01963
H 1.47142 3.60874 2.20699
H 0.15843 2.62610 4.21544
H 1.49116 3.78942 4.79120
H 0.15147 -0.22156 6.91328
H 0.95415 0.59433 8.39458
H 2.05594 -0.19086 7.11484
C 5.97365 -0.21381 -0.89889
O 5.79459 1.02956 -0.23159
C 6.37171 1.03353 1.07269
C 7.71744 1.75239 1.08308
O 8.69037 1.04215 0.32024
C 8.88612 1.60720 -0.96913
H 5.74280 -0.06955 -1.95578
H 6.99981 -0.58034 -0.81531
H 5.28315 -0.95555 -0.48640
H 6.46989 0.01326 1.45988
H 5.68035 1.57582 1.72644
H 8.08626 1.79248 2.11285
H 7.61622 2.78332 0.72431
H 9.48057 2.52330 -0.88427
H 7.93842 1.82994 -1.46571
H 9.43574 0.88644 -1.57739
C -5.31743 -2.94521 3.00401
O -5.65972 -2.31454 4.23144
C -6.48516 -1.16234 4.03896
C -7.95040 -1.47418 4.32696
O -8.48233 -2.39446 3.37468
C -8.54868 -3.71986 3.88131
H -4.91409 -3.93420 3.23039
H -6.18420 -3.06571 2.34980
H -4.54773 -2.36115 2.48959
H -6.36150 -0.75815 3.02954
H -6.14335 -0.40226 4.74848
H -8.52980 -0.55045 4.23628
H -8.08011 -1.85099 5.34856
H -9.38891 -3.80686 4.57890
H -7.62323 -4.01191 4.38412
H -8.71668 -4.39774 3.04219
C 5.73331 -4.77902 -6.02824
O 4.90414 -3.64135 -6.22770
C 3.94160 -3.48209 -5.18803
C 4.37344 -2.41215 -4.18966
O 5.53750 -2.81359 -3.46969
C 6.72111 -2.20846 -3.97273
H 6.58850 -4.69889 -6.70179
H 6.10464 -4.84073 -5.00224
H 5.17685 -5.68848 -6.27334
H 3.75085 -4.43516 -4.68242
H 3.00872 -3.16127 -5.66285
H 3.57440 -2.27538 -3.45388
H 4.53574 -1.44981 -4.68915
H 6.76482 -1.16219 -3.65165
H 6.77516 -2.25959 -5.06290
H 7.57967 -2.73977 -3.55773
C -4.12354 0.02185 -7.47160
O -4.94704 1.16329 -7.67109
C -5.90359 1.33189 -6.62675
C -5.46068 2.40292 -5.63457
O -4.29505 1.99734 -4.91899
C -3.11187 2.59342 -5.42819
H -3.27130 0.09454 -8.14980
H -3.74737 -0.03815 -6.44721
H -4.68645 -0.88535 -7.71042
H -6.09710 0.38178 -6.11671
H -6.83701 1.65624 -7.09793
H -6.25498 2.54675 -4.89540
H -5.29550 3.36254 -6.13808
H -3.06192 3.64030 -5.10899
H -3.06299 2.53917 -6.51848
H -2.25513 2.05753 -5.01478
*
```

Output
E_tot ... -3302.11668 hartree
HOMO energy ... -8.50 eV
Kohn-Sham gap ... 0.256 Ha

---

A 2-piece molecular cluster, C19H19FN overall. Source: OMol25; level of theory: the ωB97M-V functional and the def2-TZVPD basis.

ORCA input file:
```
! wB97M-V def2-TZVPD RIJCOSX def2/J DEFGRID3
* xyz 1 1
C -2.76592 -2.13846 -1.73900
C -1.42969 -1.53238 -1.69621
C -1.00360 -0.20182 -1.61631
C 0.41458 -0.21539 -1.50375
C 0.82145 -1.54738 -1.62987
C 2.15089 -2.16252 -1.66081
N -0.30592 -2.31050 -1.72599
H -3.52108 -1.34607 -1.76589
H -2.89160 -2.77211 -2.63041
H -2.94982 -2.76263 -0.85033
H -1.66220 0.65794 -1.61877
H 1.08883 0.62803 -1.49896
H 2.91066 -1.37669 -1.70290
H 2.33069 -2.77826 -0.76778
H 2.25833 -2.80199 -2.54883
H -0.31036 -3.32407 -1.82126
F -2.13918 4.34029 -0.21558
C -0.83587 3.94312 -0.00823
C 0.17735 4.86514 -0.25325
C 1.50191 4.44898 -0.03436
C 1.77735 3.16220 0.39171
C 0.73732 2.20155 0.59089
C 1.13194 0.85871 0.86883
C 0.44585 -0.17377 1.56683
C 1.24298 -1.25194 2.06267
C 0.66084 -2.41259 2.53697
C -0.73691 -2.54775 2.53982
C -1.53837 -1.48032 2.11395
C -0.96321 -0.28273 1.70828
C -0.60408 2.63894 0.40891
H -0.05947 5.86682 -0.60436
H 2.32070 5.14975 -0.20265
H 2.80287 2.84753 0.58406
H 2.21225 0.69521 0.78270
H 2.32798 -1.13643 2.04246
H 1.29402 -3.22255 2.90275
H -1.19916 -3.47770 2.87857
H -2.62626 -1.57748 2.10918
H -1.61183 0.55106 1.46032
H -1.45427 1.97825 0.54661
*
```

Output
ΔE to the lowest compared entry with this formula, charge and spin ... 18.5 kcal/mol
E_tot ... -889.75058 hartree
HOMO energy ... -10.80 eV
Kohn-Sham gap ... 0.185 Ha

---

One molecule with the formula C20H30N2O5. Source: OMol25; level of theory: the ωB97M-V functional and the def2-TZVPD basis.

ORCA input file:
```
! wB97M-V def2-TZVPD RIJCOSX def2/J DEFGRID3
* xyz 0 1
C -7.78257 -1.05229 0.45846
C -6.28564 -0.80074 0.58273
C -5.98486 0.66111 0.90518
C -4.48615 0.92976 0.99432
O -3.93298 0.74862 -0.29430
C -2.60717 0.95523 -0.48081
C -2.14029 0.77310 -1.78635
C -0.81043 0.95838 -2.08177
C 0.09268 1.35052 -1.09397
C 1.53275 1.47648 -1.45285
O 2.03685 0.80018 -2.33619
N 2.22758 2.40329 -0.75330
C 3.67363 2.36511 -0.70414
C 4.15494 1.13157 0.07418
C 3.36668 0.96747 1.36599
O 2.78564 1.88424 1.92113
N 3.37566 -0.29204 1.84669
C 2.50763 -0.69663 2.92643
C 1.16752 -1.26317 2.43919
C 1.29803 -2.58153 1.66092
C 1.71440 -2.35809 0.21837
O 2.85433 -2.18224 -0.14305
O 0.66386 -2.37959 -0.58311
C 0.87694 -2.17881 -1.98962
C 1.43342 -3.42873 -2.65390
C -0.37085 1.51991 0.20527
C -1.70533 1.32096 0.51462
H -7.97641 -2.09802 0.23271
H -8.29090 -0.80158 1.38728
H -8.20678 -0.44510 -0.33790
H -5.87358 -1.43592 1.37060
H -5.78926 -1.06246 -0.35270
H -6.44412 0.93549 1.85679
H -6.40417 1.29862 0.12519
H -4.30827 1.95838 1.33788
H -4.02043 0.23435 1.70674
H -2.84865 0.48339 -2.54650
H -0.44238 0.81048 -3.08585
H 1.79271 2.81083 0.06058
H 4.01418 3.28228 -0.22257
H 4.05323 2.32104 -1.72717
H 4.01068 0.24065 -0.53921
H 5.21674 1.22423 0.30750
H 3.71634 -1.03144 1.24505
H 2.31998 0.19312 3.53336
H 3.02840 -1.44198 3.53443
H 0.66501 -0.52246 1.81405
H 0.54376 -1.44127 3.31703
H 2.03847 -3.22198 2.14382
H 0.33319 -3.08836 1.64903
H 1.55209 -1.33055 -2.13830
H -0.11278 -1.93152 -2.37698
H 2.41976 -3.65609 -2.25743
H 0.77610 -4.27832 -2.48038
H 1.51823 -3.25648 -3.72256
H 0.30732 1.78607 1.00466
H -2.02915 1.45234 1.53532
*
```

Output
ΔE to the lowest compared entry with this formula, charge and spin ... 25.3 kcal/mol
E_tot ... -1265.88919 hartree
HOMO energy ... -8.65 eV
Kohn-Sham gap ... 0.343 Ha

---

C49H42N2O5TaTe as an isolated structure. Source: OMol25; level of theory: the ωB97M-V functional and the def2-TZVPD basis.

ORCA input file:
```
! wB97M-V def2-TZVPD RIJCOSX def2/J DEFGRID3
* xyz 3 1
Ta 0.40195 -0.08259 0.53528
O 2.35342 0.33279 -0.45382
C 2.69105 -0.90611 -1.16828
C 2.53165 -1.98429 -0.08614
O 2.90053 -3.10061 -0.14724
O 1.72472 -1.44226 0.89260
C 1.51367 -1.18102 -2.10574
C 1.28431 -2.47490 -2.59616
C 0.24869 -2.70617 -3.47992
C -0.59690 -1.66875 -3.87483
C -0.39978 -0.39766 -3.37758
C 0.64618 -0.14723 -2.48551
C 4.06821 -0.81530 -1.79510
C 4.92232 0.22960 -1.44476
C 6.18478 0.32404 -2.01374
C 6.60871 -0.63294 -2.92083
C 5.76870 -1.68639 -3.25210
C 4.50264 -1.77976 -2.69654
H 2.64388 1.09168 -0.98759
H 1.91800 -3.29452 -2.28719
H 0.10639 -3.70069 -3.88307
H -1.39023 -1.85906 -4.58566
H -1.01985 0.42996 -3.69853
H 0.83864 0.89190 -2.24883
H 4.64699 0.96465 -0.69722
H 6.83786 1.13953 -1.73534
H 7.59308 -0.56446 -3.36288
H 6.09682 -2.44437 -3.94999
H 3.87603 -2.61415 -2.97557
C -5.51307 0.40214 -3.57652
C -4.32881 0.54881 -2.66502
C -3.76812 1.80057 -2.39270
C -2.66198 1.92223 -1.56561
C -1.89588 3.21862 -1.38133
O -0.82932 3.30619 -1.96064
C -2.42107 4.24350 -0.46613
C -3.54988 3.99905 0.31728
C -4.01544 4.97368 1.18515
C -3.36387 6.19804 1.25862
C -2.24583 6.45422 0.46785
C -1.77318 5.47915 -0.39014
C -2.10487 0.79061 -1.00776
O -0.97403 0.92632 -0.25622
C -2.65031 -0.47334 -1.20545
C -3.75749 -0.56733 -2.05757
C -2.12508 -1.67345 -0.53775
N -1.00175 -1.70920 0.17340
C -0.73861 -2.98443 0.90933
C -0.24179 -2.82465 2.34496
Te -0.50257 -0.87406 3.14537
C -2.58997 -0.71581 2.98690
C -3.31690 -1.62135 3.75051
C -4.70446 -1.56432 3.71573
C -5.34163 -0.60204 2.94349
C -4.59644 0.31019 2.20627
C -3.20800 0.26311 2.22035
C -2.94829 -2.90029 -0.66698
C -4.20306 -2.91059 -0.05366
C -4.99206 -4.04756 -0.13290
C -4.55015 -5.15268 -0.85032
C -3.30784 -5.13271 -1.47350
C -2.49709 -4.01454 -1.36997
H -5.73290 1.33177 -4.09623
H -6.39926 0.11558 -3.00798
H -5.33889 -0.37470 -4.32079
H -4.18746 2.68940 -2.85033
H -4.07395 3.05360 0.23787
H -4.89316 4.79210 1.79039
H -3.73801 6.96563 1.92307
H -1.76665 7.42286 0.51176
H -0.92630 5.66668 -1.03896
H -4.17689 -1.54125 -2.26546
H -0.02359 -3.58170 0.33951
H -1.66553 -3.54459 0.95072
H 0.82458 -2.99498 2.45708
H -0.77286 -3.49874 3.01492
H -2.82722 -2.35930 4.37558
H -5.28083 -2.26226 4.30800
H -6.42213 -0.55128 2.93270
H -5.10076 1.07279 1.62667
H -2.64230 1.00948 1.67518
H -4.54583 -2.03911 0.49258
H -5.95789 -4.06671 0.35379
H -5.17574 -6.03168 -0.92577
H -2.96937 -5.99226 -2.03575
H -1.52093 -4.00056 -1.84178
C 2.87918 5.40173 2.93464
C 2.24685 4.14314 2.43834
C 2.38740 2.93178 3.12141
C 1.80856 1.79083 2.62934
N 1.07773 1.78067 1.48825
C 0.93474 2.94763 0.81211
C 1.50514 4.11614 1.25692
H 3.14947 5.33457 3.98550
H 2.22164 6.25681 2.78334
H 3.79189 5.59409 2.36397
H 2.95246 2.88003 4.04258
H 1.93942 0.84974 3.14641
H 0.34939 2.93126 -0.09732
H 1.35775 5.01715 0.67607
*
```

Output
ΔE to the lowest compared entry with this formula, charge and spin ... 18.4 kcal/mol
E_tot ... -2702.40195 hartree
HOMO energy ... -15.98 eV
Kohn-Sham gap ... 0.224 Ha